{"formula": "C16H17N7OS2", "method": "ωB97M-V/def2-TZVPD", "elements": ["C", "C", "C", "N", "C", "N", "N", "C", "C", "C", "C", "C", "N", "C", "H", "H", "H", "H", "S", "C", "C", "O", "N", "C", "N", "N", "C", "C", "C", "H", "H", "H", "H", "H", "S", "H", "H", "H", "H", "H", "H", "H", "H"], "coordinates": [[-3.18221, -2.71501, -2.07048], [-2.10313, -2.53830, -1.33397], [-1.51568, -1.18792, -1.03917], [-1.50690, -0.93131, 0.38161], [-2.57551, -0.48469, 1.10800], [-2.23848, -0.27748, 2.35196], [-0.94880, -0.58131, 2.47280], [-0.49643, -0.97876, 1.30462], [0.89686, -1.31184, 1.08152], [1.85587, -0.69028, 1.88747], [3.19202, -0.96197, 1.66732], [3.52692, -1.84340, 0.64808], [2.62631, -2.46689, -0.09231], [1.34813, -2.22057, 0.12421], [0.66687, -2.79828, -0.48536], [4.55828, -2.07113, 0.41351], [3.95554, -0.49177, 2.26544], [1.53400, -0.00359, 2.65418], [-4.11853, -0.05696, 0.40218], [-3.93695, 1.76479, 0.63333], [-2.57152, 2.08829, 0.08716], [-2.30811, 2.07893, -1.09529], [-1.60478, 2.28333, 1.03587], [-0.27196, 2.28384, 0.71312], [0.67070, 2.37913, 1.58687], [1.88346, 2.28683, 1.05268], [1.89656, 2.12340, -0.21994], [3.12774, 2.00153, -1.03610], [3.05870, 0.82985, -2.01251], [2.93644, -0.10957, -1.47862], [2.22160, 0.95370, -2.69645], [3.97486, 0.77624, -2.59433], [3.97032, 1.88703, -0.35248], [3.26717, 2.93052, -1.59697], [0.28433, 2.07010, -0.93037], [-1.81364, 2.25139, 2.02645], [-4.72164, 2.21287, 0.02789], [-4.05704, 2.00173, 1.68797], [-0.48598, -1.11668, -1.40204], [-2.11213, -0.40723, -1.52238], [-1.59634, -3.37830, -0.87686], [-3.58323, -3.69505, -2.26118], [-3.70372, -1.88523, -2.51741]], "atomic_forces_ev_per_a": [[-0.05, -0.07, -0.09], [0.20, 0.14, 0.12], [0.00, -0.13, -0.66], [0.11, 0.31, 0.83], [-0.43, -0.19, -0.21], [-0.99, 0.11, -0.04], [1.05, -0.26, 0.25], [-0.46, 0.06, -0.04], [0.63, -0.12, -0.10], [-0.07, -0.15, -0.17], [-0.08, -0.09, -0.08], [0.13, 0.16, 0.24], [0.21, -0.38, -0.39], [-0.25, 0.20, 0.20], [-0.19, 0.03, -0.03], [0.12, 0.04, 0.07], [0.09, 0.06, 0.04], [-0.02, 0.09, 0.04], [-0.12, 0.16, 0.17], [-0.02, -0.51, -0.11], [-0.13, 0.26, 0.45], [-0.18, 0.03, -0.30], [-0.24, 0.26, 0.19], [0.53, -0.08, -1.01], [-1.50, 0.15, 0.85], [1.54, 0.02, -0.14], [-0.67, 0.00, -0.44], [0.14, -0.06, -0.24], [0.11, 0.11, 0.11], [-0.05, -0.10, 0.01], [-0.04, -0.06, -0.13], [0.05, -0.05, -0.11], [-0.05, 0.08, 0.01], [0.09, 0.00, 0.06], [0.62, 0.10, 0.71], [-0.06, -0.12, -0.13], [0.08, 0.09, 0.02], [0.00, 0.06, -0.04], [-0.14, 0.08, 0.06], [0.18, -0.07, 0.07], [0.01, -0.17, 0.03], [-0.04, -0.22, -0.01], [-0.08, 0.23, -0.06]], "nbo_charge": [-0.357, -0.203, -0.272, -0.369, 0.136, -0.291, -0.286, 0.372, -0.165, -0.111, -0.254, 0.037, -0.423, 0.045, 0.188, 0.196, 0.228, 0.254, 0.287, -0.597, 0.678, -0.603, -0.625, 0.200, -0.302, -0.267, 0.053, -0.453, -0.599, 0.217, 0.203, 0.217, 0.236, 0.222, 0.378, 0.444, 0.259, 0.237, 0.235, 0.249, 0.201, 0.206, 0.200], "homo_ev": -8.849, "smiles": "C=CCn1c(SCC(=O)Nc2nnc(CC)s2)nnc1-c1cccnc1", "orbital_gap_ev": 9.2, "charge": 0, "relative_energy_kcal_mol": 0.0, "total_energy_ev": -51015.972, "e_lumo_ha": 0.0115}


{"formula": "C16H17NO", "method": "ωB97M-V/def2-TZVPD", "elements": ["C", "C", "C", "C", "C", "C", "C", "C", "C", "N", "H", "H", "H", "H", "H", "H", "H", "H", "H", "C", "C", "C", "C", "C", "C", "C", "O", "H", "H", "H", "H", "H", "H", "H", "H"], "coordinates": [[-4.80838, 1.31917, -0.36107], [-2.90537, 0.12438, 0.92252], [-3.60767, 1.27675, 0.56963], [-1.76485, 0.57150, 1.59833], [-2.84758, 2.39164, 1.00827], [-3.05689, -1.36833, 0.79486], [-2.15725, -2.17793, 1.46404], [-1.11975, -1.59945, 2.29292], [-0.89368, -0.20699, 2.34929], [-1.77027, 1.95709, 1.77990], [-3.81764, -1.81595, 0.11766], [-2.09736, -3.28076, 1.49059], [-0.55165, -2.27664, 2.84796], [-4.52658, 1.05338, -1.29314], [-5.24354, 2.28625, -0.31593], [-2.81800, 3.46534, 0.74270], [-1.12351, 2.42775, 2.37558], [-0.14442, 0.07760, 2.95565], [-5.49177, 0.56887, 0.05254], [4.35728, 1.11234, 0.30479], [4.41492, -0.28804, -1.78904], [3.67337, 0.17470, -0.60244], [3.68490, -1.06210, -2.68833], [2.29131, -1.20618, -2.55903], [2.31676, -0.28245, -0.44778], [1.60099, -0.93305, -1.40617], [1.64908, -2.03270, -3.50029], [5.48390, -0.36554, -1.75466], [4.06838, -1.69550, -3.52676], [3.70999, 1.92739, 0.54424], [5.24203, 1.52018, -0.17387], [1.74100, 0.20447, 0.52910], [1.53039, -1.47021, -4.36992], [0.54277, -1.04696, -1.23137], [4.43908, 0.64997, 1.27923]], "atomic_forces_ev_per_a": [[0.20, -0.27, 4.16], [1.18, -3.18, 0.47], [0.30, 2.89, -1.14], [0.86, 1.10, 2.59], [-0.11, -0.09, 0.22], [0.05, 1.49, -0.38], [1.02, 0.77, 0.95], [-1.43, 1.98, -1.58], [-2.74, -4.70, -2.01], [-1.47, -1.92, -2.50], [0.48, 0.53, 0.73], [-0.76, 0.70, -0.56], [1.07, -0.77, 0.81], [0.71, -0.78, -3.20], [-0.59, 0.77, -0.20], [-0.87, -0.85, 0.25], [0.04, 0.46, -0.12], [2.41, 1.66, 1.86], [-0.29, 0.23, -0.38], [-0.60, -0.15, 0.51], [-2.59, -1.04, 2.10], [-0.50, -1.82, -2.93], [-0.52, -0.27, -0.67], [0.19, -1.95, -0.65], [1.10, 3.92, 3.58], [0.09, 0.73, -0.05], [-0.35, 2.28, -2.60], [0.43, 0.67, -0.28], [0.18, 1.02, 0.77], [-0.55, 0.91, -0.17], [0.33, -0.22, 0.52], [1.44, -1.62, -2.54], [0.38, -1.78, 2.53], [-0.08, -0.51, -0.40], [1.01, -0.19, 0.30]], "nbo_charge": [-0.612, -0.107, -0.081, 0.138, -0.037, -0.189, -0.247, -0.206, -0.237, -0.534, 0.217, 0.220, 0.201, 0.210, 0.215, 0.213, 0.417, 0.207, 0.213, -0.644, -0.224, -0.014, -0.250, 0.256, -0.178, -0.266, -0.707, 0.215, 0.226, 0.218, 0.224, 0.201, 0.477, 0.241, 0.224], "homo_ev": -7.626, "smiles": "Cc1c[nH]c2ccccc12.Cc1ccc(O)cc1", "orbital_gap_ev": 8.4, "charge": 0, "relative_energy_kcal_mol": 66.5, "total_energy_ev": -20402.943, "e_lumo_ha": 0.0274}


{"formula": "C16H17NO", "method": "ωB97M-V/def2-TZVPD", "elements": ["C", "C", "C", "C", "C", "C", "C", "C", "C", "N", "H", "H", "H", "H", "H", "H", "H", "H", "H", "C", "C", "C", "C", "C", "C", "C", "O", "H", "H", "H", "H", "H", "H", "H", "H"], "coordinates": [[-2.01043, -2.97311, -1.80026], [0.86546, -1.41236, 0.10888], [0.35374, -2.46272, -0.73051], [-1.09070, -2.14827, -1.02890], [-1.29706, -0.93796, -0.54676], [2.16654, -1.45328, 0.62867], [2.90335, -2.73155, 0.40557], [2.53434, -3.56136, -0.60894], [1.24800, -3.42251, -1.10497], [-0.21933, -0.44632, 0.25439], [2.59164, -0.71157, 1.20015], [3.96475, -2.64052, 0.78174], [-0.27955, 0.14680, 0.95311], [3.13247, -4.43365, -0.81594], [-2.12270, -0.25859, -0.71257], [1.09743, -4.22011, -1.88095], [-2.12068, -3.98793, -1.45169], [-1.60504, -3.28018, -2.80350], [-2.90005, -2.57747, -2.03449], [-2.78669, 2.28204, 0.37225], [0.40774, 2.99613, 2.20954], [1.36865, 3.06832, 1.20733], [-0.88674, 2.70162, 1.85300], [-1.29089, 2.39037, 0.58434], [0.87453, 2.78162, -0.20719], [-0.43457, 2.50150, -0.48716], [2.56004, 3.53567, 1.40690], [0.73747, 3.16663, 3.19520], [-1.67787, 2.61714, 2.62685], [1.59230, 2.67429, -1.05250], [3.13679, 3.44020, 0.53059], [-3.55324, 2.20067, 1.16894], [-3.09537, 1.42812, -0.30876], [-0.89038, 2.58210, -1.50605], [-3.27397, 3.14628, -0.40628]], "atomic_forces_ev_per_a": [[3.34, -2.70, -1.86], [-1.61, 0.80, 0.35], [-0.87, 1.33, 0.82], [2.58, -0.95, -0.41], [0.46, 2.22, 2.13], [-1.10, -4.45, -1.54], [1.41, 5.11, 0.52], [-0.61, -0.26, 1.41], [0.20, -2.76, -2.31], [2.00, -5.87, -5.63], [0.73, 1.54, 1.31], [-1.28, -0.77, -0.24], [-0.47, 3.61, 3.79], [0.06, -0.01, -0.44], [-0.17, -0.40, 0.26], [-0.89, 0.96, 0.68], [-0.35, -0.21, 1.04], [0.15, 0.78, 0.45], [-3.41, 1.67, -0.32], [-2.84, 0.57, -3.98], [1.40, -0.01, -1.23], [-4.35, -1.27, -4.18], [-1.14, -1.07, 1.40], [-2.71, 1.18, 0.50], [2.14, 0.08, 1.50], [-0.16, 0.74, -0.53], [4.39, 0.16, -2.06], [0.01, 0.33, 1.15], [0.77, 0.26, -0.36], [-0.24, 0.64, 0.82], [-1.89, 0.33, 2.81], [1.19, 0.30, 0.18], [0.72, 0.49, 0.84], [0.89, -0.71, 0.79], [1.63, -1.66, 2.32]], "nbo_charge": [-0.626, 0.138, -0.013, -0.101, -0.001, -0.253, -0.195, -0.255, -0.225, -0.558, 0.209, 0.206, 0.398, 0.215, 0.204, 0.208, 0.222, 0.208, 0.216, -0.632, -0.308, 0.341, -0.181, -0.111, -0.292, -0.177, -0.645, 0.224, 0.214, 0.208, 0.494, 0.233, 0.205, 0.226, 0.205], "homo_ev": -7.704, "smiles": "Cc1c[nH]c2ccccc12.Cc1ccc(O)cc1", "orbital_gap_ev": 8.3, "charge": 0, "relative_energy_kcal_mol": 79.3, "total_energy_ev": -20402.389, "e_lumo_ha": 0.0210}


{"formula": "C16H17NO", "method": "ωB97M-V/def2-TZVPD", "elements": ["C", "C", "C", "C", "C", "C", "C", "C", "C", "N", "H", "H", "H", "H", "H", "H", "H", "H", "H", "C", "C", "C", "C", "C", "C", "C", "O", "H", "H", "H", "H", "H", "H", "H", "H"], "coordinates": [[1.43993, -0.47207, 0.26055], [-0.33475, -0.93967, 1.94781], [0.61846, -0.07177, 1.45304], [-0.57282, 0.93641, 3.15947], [0.40485, 1.18490, 2.18194], [-0.76309, 1.91265, 4.10106], [0.88996, 2.47697, 2.00923], [-0.36737, 3.28716, 3.92608], [0.46741, 3.48962, 2.86417], [-0.98731, -0.32382, 3.06531], [-0.69244, -1.92224, 1.89599], [-1.86902, -0.72726, 3.36651], [1.43884, -1.57095, 0.36748], [2.52361, 0.06399, 0.50092], [-1.12086, 1.63972, 5.03754], [1.53420, 2.83897, 1.29051], [-0.86406, 4.06921, 4.48214], [0.80993, 4.49232, 2.55750], [1.02981, -0.13021, -0.65300], [0.47434, -3.79298, -1.69668], [-0.26865, -0.10956, -3.49956], [-0.95057, -0.27876, -2.33078], [0.22612, -1.09185, -4.33200], [-0.65741, -1.55285, -1.69345], [0.22135, -2.38580, -3.84413], [0.00091, -2.55080, -2.44940], [-0.07132, 1.08143, -4.05768], [-1.69679, 0.33609, -2.00086], [-0.24560, 1.84030, -3.50610], [0.57050, -0.70829, -5.27281], [-0.99903, -1.59785, -0.66356], [0.13829, -3.18389, -4.44544], [1.46966, -3.50042, -1.25434], [0.52862, -4.69883, -2.29717], [-0.04598, -3.87497, -0.74521]], "atomic_forces_ev_per_a": [[2.96, 1.36, 3.06], [0.10, 2.71, 2.45], [-2.18, -0.83, -0.18], [1.58, 1.95, 0.12], [0.56, -0.61, -1.72], [-0.17, 2.44, 0.29], [-1.11, -0.11, 2.00], [-0.89, -2.95, -0.22], [0.58, 1.46, -1.46], [-0.42, -2.49, -1.14], [0.33, -1.46, -1.13], [0.44, 0.57, 0.31], [0.71, 0.50, -0.77], [-2.38, -1.81, -1.16], [-1.47, -0.37, 1.44], [1.45, -0.16, -1.78], [0.55, -0.02, 0.44], [-0.29, -0.38, 0.51], [-0.07, 0.29, -0.88], [0.89, 1.57, 0.61], [-0.02, 0.88, -0.34], [2.21, -4.42, 0.18], [-0.12, -1.31, 1.03], [-0.33, 1.52, -2.22], [-0.48, 3.18, 2.73], [-0.93, -0.21, 1.27], [0.01, 2.23, -1.31], [-1.27, 1.97, 1.17], [-0.27, 0.00, 0.48], [-0.05, -0.49, -0.55], [0.20, -0.76, -0.12], [0.92, -3.01, -2.13], [-0.32, -0.65, -1.00], [0.01, -0.02, 0.26], [-0.75, -0.59, -0.27]], "nbo_charge": [-0.619, -0.050, -0.066, 0.134, -0.079, -0.229, -0.205, -0.223, -0.232, -0.541, 0.206, 0.407, 0.219, 0.210, 0.202, 0.210, 0.221, 0.203, 0.231, -0.631, 0.299, -0.315, -0.264, -0.199, -0.180, -0.040, -0.678, 0.218, 0.484, 0.234, 0.219, 0.206, 0.216, 0.221, 0.211], "homo_ev": -7.778, "smiles": "Cc1c[nH]c2ccccc12.Cc1ccc(O)cc1", "orbital_gap_ev": 8.5, "charge": 0, "relative_energy_kcal_mol": 78.4, "total_energy_ev": -20402.425, "e_lumo_ha": 0.0251}